1.
DFT (the ωB97M-V functional and the def2-TZVPD basis) results for a structure of composition C36H36Li2O16S at a distorted geometry.

Each line ends with the Löwdin charge.
Positions of all 91 atoms, in Å:
Li  3.278  1.711  -1.060  0.858
Li  -0.916  1.299  3.021  0.829
S  0.702  0.394  0.539  0.238
O  -0.043  0.370  -0.681  -0.303
O  1.218  -0.936  0.865  -0.328
O  1.905  1.243  0.185  -0.457
O  0.136  0.962  1.612  -0.319
C  2.025  -6.127  -1.865  0.003
C  2.756  -4.993  -1.334  0.025
C  2.002  -3.849  -0.818  -0.336
C  0.683  -3.816  -0.911  -0.096
C  -0.032  -4.839  -1.438  -0.047
C  0.587  -6.027  -1.835  -0.369
O  -0.112  -7.108  -2.259  -0.022
O  2.783  -2.837  -0.296  -0.012
H  2.499  -7.118  -2.152  0.125
H  3.863  -5.135  -1.286  0.114
H  0.095  -2.957  -0.435  0.141
H  -1.048  -4.893  -1.696  0.104
H  -0.945  -6.803  -2.865  0.187
H  2.145  -2.042  -0.064  0.090
C  -3.451  -2.136  1.995  0.004
C  -2.702  -1.632  0.872  -0.004
C  -3.325  -0.811  -0.119  -0.363
C  -4.693  -0.725  -0.149  -0.028
C  -5.526  -1.388  0.807  -0.028
C  -4.878  -2.134  1.795  -0.300
O  -5.751  -2.832  2.656  0.016
O  -2.558  -0.281  -1.083  0.013
H  -2.928  -2.758  2.751  0.116
H  -1.640  -1.704  0.942  0.076
H  -5.349  -0.378  -1.042  0.146
H  -6.660  -1.497  0.619  0.145
H  -5.510  -3.017  3.517  0.049
H  -1.579  -0.175  -0.795  0.067
C  -2.530  4.267  -0.492  0.003
C  -1.794  3.589  -1.524  0.003
C  -1.526  4.177  -2.794  -0.233
C  -2.068  5.508  -3.036  0.025
C  -2.595  6.263  -1.966  -0.025
C  -2.911  5.609  -0.801  -0.366
O  -3.639  6.253  0.134  0.015
O  -0.853  3.488  -3.800  0.083
H  -2.842  3.682  0.301  0.079
H  -1.476  2.504  -1.333  0.119
H  -1.904  5.948  -3.898  0.052
H  -2.921  7.340  -2.058  0.134
H  -3.890  7.203  0.124  0.128
H  -0.847  2.663  -3.600  -0.062
C  0.407  -2.560  -4.545  -0.064
C  0.327  -1.561  -3.567  0.015
C  -0.132  -0.237  -4.023  -0.266
C  -0.315  -0.040  -5.428  -0.012
C  -0.134  -1.097  -6.347  -0.023
C  0.206  -2.374  -5.872  -0.379
O  0.274  -3.349  -6.833  -0.005
O  -0.251  0.827  -3.179  -0.027
H  0.463  -3.676  -4.080  0.156
H  0.430  -2.082  -2.633  0.069
H  -0.811  0.932  -5.861  0.148
H  -0.350  -1.025  -7.414  0.116
H  0.682  -4.220  -6.429  0.161
H  0.015  0.626  -2.223  0.055
C  1.217  4.220  1.350  -0.013
C  0.642  5.518  1.373  -0.013
C  1.180  6.388  2.168  -0.443
C  2.294  6.238  2.881  -0.035
C  2.765  4.905  2.932  0.002
C  2.330  3.912  2.045  -0.457
O  2.754  2.716  2.235  0.012
O  0.627  7.630  2.150  0.060
H  0.700  3.460  0.664  0.124
H  -0.401  5.674  0.981  0.140
H  2.639  7.135  3.509  0.149
H  3.605  4.697  3.879  0.186
H  2.513  1.968  1.534  0.091
H  1.217  8.159  2.649  0.065
C  3.949  -1.658  4.437  -0.021
C  2.770  -1.639  3.720  -0.024
C  1.653  -2.538  3.874  -0.368
C  1.727  -3.587  4.768  0.008
C  3.023  -3.635  5.594  -0.001
C  4.036  -2.664  5.446  -0.332
O  5.167  -2.809  6.188  0.057
O  0.649  -2.425  2.953  -0.035
H  4.672  -0.891  4.425  0.098
H  2.573  -0.510  3.277  0.161
H  0.737  -4.173  4.888  0.135
H  2.955  -4.322  6.484  0.110
H  5.117  -3.583  6.668  0.052
H  0.848  -1.874  2.107  0.056

Calculated values
Spin multiplicity   1
E   -81915.16031 eV
Lowest unoccupied orbital energy   -1.518 eV
Energy above the lowest of the compared OMol25 structures with the same formula, charge and spin   57.2 kJ/mol
Charge   0
Molar mass   770.62 g/mol
Kohn-Sham gap   6.1 eV


2.
DFT (the ωB97M-V functional and the def2-TZVPD basis) results for a structure of composition C23H32B2CaF8O21 at a distorted geometry.

Each line ends with the Löwdin charge.
Positions of all 87 atoms, in Å:
Ca  0.265  -0.192  -3.610  1.930
B  -2.070  -0.813  0.137  -1.324
F  -2.798  -0.889  -1.022  0.107
F  -1.262  -1.985  0.144  0.057
F  -1.222  0.320  0.069  0.053
F  -2.954  -0.722  1.175  0.147
B  -1.450  -3.916  -6.024  -1.422
F  -0.872  -3.863  -7.291  0.097
F  -2.314  -2.852  -5.850  0.094
F  -2.289  -5.016  -5.962  0.110
F  -0.524  -3.986  -5.062  0.150
C  -5.623  -5.991  2.697  -0.082
C  -5.442  -7.284  3.456  -0.177
O  -6.633  -7.628  4.050  0.090
C  -7.490  -6.613  3.949  -0.595
O  -8.574  -6.549  4.363  0.196
O  -6.911  -5.561  3.283  0.051
H  -5.657  -6.064  1.610  0.127
H  -4.778  -5.371  2.999  0.126
H  -4.718  -7.011  4.224  0.128
H  -5.008  -8.101  2.880  0.137
C  -9.246  -1.605  -1.256  -0.154
C  -8.704  -1.106  -2.575  -0.070
O  -9.846  -0.402  -3.091  0.099
C  -10.888  -0.600  -2.390  -0.597
O  -12.006  -0.171  -2.645  0.117
O  -10.617  -1.353  -1.279  0.065
H  -8.774  -1.094  -0.416  0.133
H  -9.147  -2.686  -1.164  0.133
H  -8.431  -1.946  -3.214  0.138
H  -7.954  -0.339  -2.381  0.136
C  2.448  -7.309  4.221  -0.141
C  1.979  -8.015  2.953  -0.129
O  1.083  -9.009  3.430  0.082
C  1.487  -9.311  4.675  -0.552
O  1.171  -10.297  5.302  0.150
O  2.265  -8.324  5.161  0.072
H  1.818  -6.443  4.426  0.127
H  3.406  -6.802  4.100  0.131
H  2.761  -8.319  2.257  0.130
H  1.406  -7.282  2.385  0.128
C  1.953  7.854  3.171  -0.117
C  0.494  7.428  2.880  -0.131
O  -0.104  7.725  4.081  0.100
C  0.597  8.649  4.688  -0.650
O  0.270  9.173  5.732  0.147
O  1.662  8.841  4.046  0.106
H  2.353  8.302  2.261  0.137
H  2.618  7.106  3.603  0.143
H  0.623  6.348  2.802  0.126
H  -0.124  7.682  2.019  0.139
C  -6.866  5.957  -2.489  -0.144
C  -5.878  7.078  -2.637  -0.086
O  -4.674  6.369  -3.006  0.074
C  -4.860  5.079  -3.124  -0.556
O  -4.009  4.234  -3.382  0.108
O  -6.175  4.824  -2.901  0.066
H  -7.777  6.076  -3.075  0.140
H  -7.045  5.887  -1.416  0.134
H  -5.761  7.543  -1.658  0.130
H  -6.019  7.824  -3.419  0.134
C  10.092  -2.046  -0.127  -0.031
C  8.863  -2.928  -0.058  -0.321
C  8.242  -2.850  1.302  -0.173
O  6.926  -2.893  1.016  0.086
C  6.706  -2.467  -0.269  -0.536
O  5.612  -2.275  -0.760  0.136
O  7.862  -2.340  -0.857  0.122
H  10.630  -2.207  -1.061  0.082
H  10.902  -2.252  0.572  0.093
H  9.910  -0.972  -0.147  0.095
H  9.066  -3.975  -0.287  0.164
H  8.695  -1.966  1.751  0.136
H  8.481  -3.733  1.895  0.148
C  7.813  6.426  -0.954  0.004
C  6.968  6.362  -2.298  -0.253
C  7.437  5.487  -3.407  -0.101
O  6.289  4.726  -3.693  0.092
C  5.342  4.835  -2.798  -0.626
O  4.318  4.139  -2.705  0.088
O  5.709  5.741  -2.007  0.122
H  8.612  7.153  -1.095  0.079
H  8.315  5.528  -0.594  0.082
H  7.123  6.809  -0.202  0.082
H  6.851  7.367  -2.705  0.154
H  8.276  4.865  -3.094  0.136
H  7.796  5.987  -4.306  0.141

Calculated values
Spin multiplicity   1
E   -108903.71462 eV
Lowest unoccupied orbital energy   -5.671 eV
Charge   0
Molar mass   858.17 g/mol
Kohn-Sham gap   4.6 eV


3.
DFT (the ωB97M-V functional and the def2-TZVPD basis) results for the ion C7H17N2O with charge +1 at a distorted geometry.

Each line ends with the natural charge from an NBO analysis.
Positions of all 27 atoms, in Å:
C  -1.684  -1.026  1.229  -0.600
C  -1.803  0.412  0.589  -0.444
C  -0.462  1.143  0.354  0.304
C  -0.797  2.409  -0.419  -0.655
O  0.169  1.344  1.600  -0.722
C  0.455  0.107  -0.717  0.538
N  0.120  0.198  -1.998  -0.770
N  1.301  -0.788  -0.290  -0.342
C  1.846  -1.738  -1.277  -0.419
C  1.650  -1.062  1.085  -0.428
H  -1.105  -0.835  2.139  0.222
H  -2.670  -1.401  1.375  0.239
H  -1.160  -1.532  0.510  0.183
H  -2.513  0.511  -0.241  0.218
H  -2.351  1.136  1.241  0.235
H  -1.206  3.065  0.360  0.259
H  -1.492  2.164  -1.194  0.214
H  0.199  2.597  -0.957  0.231
H  0.590  2.244  1.667  0.504
H  -0.764  0.722  -2.287  0.437
H  0.351  -0.521  -2.610  0.409
H  0.997  -2.253  -1.591  0.213
H  2.318  -1.143  -2.028  0.217
H  2.642  -2.243  -0.857  0.242
H  1.063  -0.448  1.706  0.255
H  1.462  -2.142  1.421  0.233
H  2.846  -0.918  1.192  0.225

Calculated values
Spin multiplicity   1
E   -12554.70621 eV
Lowest unoccupied orbital energy   -2.833 eV
Energy above the lowest of the compared OMol25 structures with the same formula, charge and spin   207.1 kJ/mol
Charge   +1
SMILES   CC[C@@](C)(O)C(=[NH2+])N(C)C
Molar mass   145.23 g/mol
Kohn-Sham gap   11.5 eV


4.
DFT (the ωB97M-V functional and the def2-TZVPD basis) results for the ion C10H15N2O with charge +1 at a distorted geometry.

Each line ends with the natural charge from an NBO analysis.
Positions of all 28 atoms, in Å:
C  -1.367  -1.926  -0.042  -0.622
C  -0.200  -0.982  -0.239  0.272
C  -0.400  0.449  0.295  -0.157
C  -0.439  0.502  1.687  -0.195
C  -0.671  1.655  2.348  -0.224
C  -1.030  2.797  1.669  -0.139
C  -1.013  2.774  0.227  -0.237
C  -0.643  1.601  -0.433  0.321
O  -0.679  1.513  -1.810  -0.705
N  0.181  -1.191  -1.595  -0.626
C  1.545  -0.782  -1.775  -0.231
C  2.128  -1.111  -0.359  -0.291
N  1.021  -1.539  0.378  -0.553
H  -2.243  -1.814  -0.670  0.268
H  -1.882  -1.808  0.926  0.232
H  -0.905  -2.985  -0.166  0.213
H  -0.264  -0.420  2.209  0.185
H  -0.799  1.587  3.442  0.235
H  -1.331  3.621  2.205  0.230
H  -1.167  3.572  -0.395  0.221
H  -0.637  2.319  -2.320  0.507
H  -0.437  -0.784  -2.214  0.405
H  1.692  0.232  -2.180  0.209
H  1.953  -1.435  -2.571  0.217
H  3.024  -1.826  -0.512  0.265
H  2.655  -0.198  -0.033  0.255
H  0.866  -2.702  0.556  0.476
H  1.041  -1.118  1.374  0.468

Calculated values
Spin multiplicity   1
E   -15632.92386 eV
Lowest unoccupied orbital energy   -3.139 eV
Energy above the lowest of the compared OMol25 structures with the same formula, charge and spin   56.9 kJ/mol
Charge   +1
SMILES   C[C@]1(c2ccccc2O)NCC[NH2+]1
Molar mass   179.24 g/mol
Kohn-Sham gap   9.5 eV


5.
DFT (the ωB97M-V functional and the def2-TZVPD basis) results for a structure of composition C34H25N5O4PbS.

Each line ends with the Löwdin charge.
Positions of all 70 atoms, in Å:
Pb  -0.744  -0.242  -0.288  1.437
C  2.565  -0.699  3.115  -0.058
C  1.889  -0.476  1.908  -0.169
N  0.809  -1.133  1.563  0.021
C  0.267  -2.033  2.417  -0.145
C  0.810  -2.232  3.714  -0.166
C  2.015  -1.562  4.020  -0.025
C  0.122  -3.027  4.657  -0.087
C  -1.106  -3.538  4.319  -0.115
C  -1.617  -3.424  3.021  -0.050
C  -0.907  -2.781  2.000  -0.234
N  -1.224  -2.723  0.690  -0.009
C  -2.047  -3.541  0.020  -0.230
C  -2.604  -4.750  0.479  -0.052
C  -3.511  -5.487  -0.284  -0.124
C  -3.884  -5.106  -1.551  -0.100
C  -3.257  -3.982  -2.130  -0.178
C  -3.463  -3.606  -3.476  -0.040
C  -2.762  -2.563  -4.017  -0.069
C  -1.862  -1.866  -3.197  -0.139
N  -1.676  -2.169  -1.934  0.016
C  -2.335  -3.205  -1.373  -0.154
H  3.472  -0.153  3.337  0.100
H  2.241  0.276  1.210  0.106
H  2.467  -1.727  4.992  0.106
H  0.546  -3.178  5.643  0.091
H  -1.689  -4.065  5.067  0.090
H  -2.594  -3.832  2.806  0.087
H  -2.313  -5.128  1.448  0.077
H  -3.943  -6.385  0.145  0.090
H  -4.617  -5.668  -2.119  0.087
H  -4.169  -4.170  -4.076  0.103
H  -2.885  -2.279  -5.054  0.093
H  -1.287  -1.024  -3.572  0.106
C  2.843  6.649  -0.581  -0.071
C  2.009  5.628  0.150  -0.292
C  1.857  4.344  -0.366  -0.036
C  1.059  3.407  0.271  -0.042
C  0.408  3.747  1.446  -0.247
C  0.538  5.024  1.966  -0.062
C  1.339  5.958  1.325  -0.060
S  -0.605  2.514  2.299  0.516
O  0.361  1.666  2.976  -0.343
O  -1.461  3.306  3.175  -0.362
N  -1.357  1.710  1.190  -0.367
C  -2.407  2.468  0.495  -0.236
C  -2.178  2.668  -1.028  -0.708
O  -2.657  3.694  -1.535  -0.050
O  -1.574  1.735  -1.654  -0.221
H  3.512  6.162  -1.290  0.067
H  3.448  7.242  0.108  0.067
H  2.205  7.340  -1.137  0.075
H  2.360  4.078  -1.290  0.108
H  0.919  2.418  -0.152  0.086
H  -0.004  5.267  2.872  0.103
H  1.439  6.958  1.736  0.100
H  -2.565  3.445  0.952  0.095
H  -3.357  1.922  0.571  0.105
N  5.234  -0.292  -5.348  0.108
C  4.397  -0.236  -4.556  -0.221
C  3.368  -0.175  -3.574  -0.272
C  2.258  0.658  -3.750  -0.055
C  1.260  0.684  -2.790  -0.145
C  1.310  -0.096  -1.624  -0.258
C  2.440  -0.912  -1.478  -0.143
C  3.452  -0.964  -2.422  -0.062
H  2.196  1.275  -4.639  0.105
H  0.403  1.341  -2.934  0.076
H  2.531  -1.541  -0.596  0.076
H  4.312  -1.611  -2.288  0.103

Calculated values
Spin multiplicity   1
E   -67389.24381 eV
Lowest unoccupied orbital energy   4.433 eV
Charge   -2
Molar mass   806.87 g/mol
Kohn-Sham gap   5.9 eV


6.
DFT (the ωB97M-V functional and the def2-TZVPD basis) results for a cluster of 3 separate species, C4H13O4 in total at a distorted geometry.

Each line ends with the natural charge from an NBO analysis.
Positions of all 21 atoms, in Å:
C  -2.321  -0.008  -0.639  -0.058
O  -1.963  1.355  -0.889  -0.771
C  -1.282  -0.973  -1.252  -0.422
C  0.114  -0.554  -0.844  -0.450
C  0.445  -0.712  0.640  -0.052
O  1.464  0.178  1.007  -0.954
H  -3.275  -0.108  -1.137  0.154
H  -2.413  -0.174  0.440  0.158
H  -1.472  -0.999  -2.326  0.189
H  -1.472  -1.979  -0.863  0.182
H  0.320  0.494  -1.119  0.222
H  0.879  -0.999  -1.468  0.193
H  -0.443  -0.509  1.270  0.124
H  0.760  -1.764  0.823  0.123
H  0.589  1.380  0.974  0.506
H  3.834  -0.949  1.605  0.449
H  3.135  -0.054  0.667  0.517
O  4.055  -0.402  0.846  -1.012
H  -1.383  1.694  -0.197  0.513
H  0.446  2.838  1.537  0.459
O  -0.018  2.246  0.925  -1.069

Calculated values
Spin multiplicity   1
E   -12549.73153 eV
Lowest unoccupied orbital energy   3.937 eV
Energy above the lowest of the compared OMol25 structures with the same formula, charge and spin   48.3 kJ/mol
Charge   -1
Molar mass   125.14 g/mol
Kohn-Sham gap   8.1 eV


What is the charge in the fourth record?
+1